15
Properties=species:S:1:pos:R:3:forces:R:3:lowdin_charge:R:1 method="wB97M-V/def2-TZVPD" de_lowest_kj_mol=441.0 e_lumo_ev=0.6332 orbital_gap_ev=8.1 total_energy_ev=-10312.3814
H -2.428052 -1.097855 0.130044 -0.008 -0.009 0.081 0.08
H -1.057825 2.144624 0.541600 0.029 -0.078 0.044 0.09
O 1.066385 1.356873 -0.925247 -0.181 0.028 0.265 0.03
N -1.670270 -0.834600 -0.490105 0.197 -0.026 0.751 0.07
C -0.838350 0.173975 0.093116 -0.270 1.460 -1.448 -0.44
H -2.364850 1.484078 -0.260704 -0.017 -0.037 0.009 0.09
H 2.221106 -1.446234 -0.946780 -0.034 0.018 0.092 0.09
O 2.432291 -1.207804 -0.035801 -0.147 -0.370 0.063 -0.03
H -1.140930 -1.662862 -0.726805 0.076 0.023 -0.100 0.09
H 1.566477 -0.382490 1.575487 0.137 0.253 -0.069 0.12
N -1.605821 1.311409 0.386201 0.046 -0.164 -0.258 0.11
C 0.529766 0.296022 -0.219492 -0.193 0.048 0.387 -0.33
H 1.988783 1.471612 -0.660476 -0.120 0.013 0.071 0.11
C 1.292405 -0.637234 0.552878 -1.680 -0.326 0.392 -0.27
H 0.008885 -0.969515 0.986083 2.165 -0.833 -0.280 0.19